Model one:
The following is a quantum chemistry calculation of a single C6H8N2O molecule, from the Open Molecules 2025 dataset.

```
! wB97M-V def2-TZVPD RIJCOSX def2/J DEFGRID3
* xyz 0 1
C 1.03 -0.07 -1.69
C 0.30 -0.74 -0.57
C -0.16 0.19 0.52
C -0.10 -0.11 2.01
C 1.14 0.23 2.82
N 2.11 0.45 3.46
N -1.06 -0.41 -0.40
C -1.84 0.29 -1.37
O -2.12 -0.13 -2.52
H 1.17 1.12 -1.54
H 2.13 -0.54 -1.73
H 0.45 -0.22 -2.81
H 0.58 -1.70 -0.30
H -0.06 1.25 0.47
H -0.93 0.29 2.54
H -0.36 -1.18 2.01
H -2.29 1.26 -0.88
*
```

Frontier orbital gap ... 0.4012 Eh

---

Model two:
The following is a quantum chemistry calculation of a single C6H8N2O molecule, from the Open Molecules 2025 dataset.

```
! wB97M-V def2-TZVPD RIJCOSX def2/J DEFGRID3
* xyz 0 1
C -2.40 -0.55 0.88
C -1.31 0.22 0.24
C -1.29 1.58 -0.34
N -0.10 1.93 -0.79
N 0.65 0.89 -0.70
C -0.05 -0.19 0.04
O 0.86 -1.16 0.29
C 2.14 -0.75 -0.18
C 2.04 0.69 -0.84
H -2.56 -1.61 0.56
H -2.21 -0.53 1.87
H -3.39 -0.11 0.63
H -2.19 2.14 -0.31
H 2.62 -1.36 -1.07
H 2.91 -0.90 0.60
H 2.80 1.29 -0.22
H 2.39 0.74 -2.03
*
```

Frontier orbital gap ... 0.3370 Eh

---

Model three:
The following is a quantum chemistry calculation of a single C6H8N2O molecule, from the Open Molecules 2025 dataset.

```
! wB97M-V def2-TZVPD RIJCOSX def2/J DEFGRID3
* xyz 0 1
H -2.09 -1.18 2.45
N -1.32 -0.52 2.50
C -0.78 -0.23 1.28
C -0.93 -1.13 0.15
C -0.53 -1.49 -1.10
O 0.45 -0.81 -1.83
C 0.36 0.39 -1.11
C 1.18 1.65 -1.19
C 1.11 0.57 0.01
N 0.06 0.94 1.00
H -1.35 -2.16 0.33
H -0.60 -2.44 -1.52
H -0.74 0.53 -0.73
H 2.24 1.64 -1.46
H 0.82 2.60 -1.11
H 2.04 0.07 0.39
H 0.08 1.57 1.94
*
```

Frontier orbital gap ... 0.3442 Eh

---

Model four:
The following is a quantum chemistry calculation of 2 unconnected molecules or ions with the total composition C6H8N2O, from the Open Molecules 2025 dataset.

```
! wB97M-V def2-TZVPD RIJCOSX def2/J DEFGRID3
* xyz 0 1
C 0.29 1.79 0.57
C 0.40 1.43 -0.73
C 3.12 -0.10 0.76
C -0.28 0.58 1.25
C 2.87 -1.31 0.36
C -0.82 -1.50 0.18
N 0.02 0.17 -1.02
N -0.30 -0.37 0.12
O 3.29 1.04 0.93
H 0.52 2.68 1.08
H 0.97 1.97 -1.39
H 0.55 0.35 1.95
H -1.32 0.75 1.69
H 3.47 -2.01 0.81
H 1.96 -1.41 -0.15
H -0.80 -2.02 1.19
H -0.73 -2.13 -0.69
*
```

Frontier orbital gap (spin up / spin down) ... 0.2779 / 0.2779 Eh

---

Tell me which of them is the most stable. Sure, it is model two.

---

Model one:
The following is a quantum chemistry calculation of 5 unconnected molecules or ions with the total composition C2H15NO4, from the Open Molecules 2025 dataset.

```
! wB97M-V def2-TZVPD RIJCOSX def2/J DEFGRID3
* xyz 0 1
C 1.35 -1.41 0.06
C 1.45 0.05 0.45
N 0.23 0.79 0.08
H 1.16 -1.53 -1.01
H 2.28 -1.92 0.30
H 0.53 -1.91 0.58
H 1.59 0.16 1.52
H 2.33 0.48 -0.05
H 0.33 1.77 0.33
H 0.11 0.75 -0.93
O 0.71 3.55 1.63
H -0.07 3.74 2.17
H 1.42 3.39 2.27
O -1.90 -2.00 -1.32
H -1.99 -1.54 -0.46
H -2.76 -2.42 -1.46
O -0.19 -0.12 -2.55
H -0.78 -0.81 -2.20
H -0.76 0.41 -3.12
O -1.97 -0.57 1.02
H -1.91 -0.82 1.94
H -1.15 -0.05 0.77
*
```

Frontier orbital gap ... 0.3648 Eh

---

Model two:
The following is a quantum chemistry calculation of a molecular structure, C2H15NO4, from the Open Molecules 2025 dataset.

```
! wB97M-V def2-TZVPD RIJCOSX def2/J DEFGRID3
* xyz 0 1
H 0.99 0.33 0.32
O 0.87 1.03 1.29
N 0.84 -0.58 -0.65
H 1.46 0.51 1.85
H 1.66 -0.33 -1.22
C -0.27 -0.35 -1.57
H -0.16 0.61 -2.07
H -0.36 -1.17 -2.28
H -1.24 -0.25 -1.04
C 1.10 -1.94 -0.19
H 1.43 -2.68 -0.92
H 1.81 -1.87 0.61
H 0.13 -2.28 0.21
O -1.57 1.30 1.91
H -0.72 0.95 1.50
H -1.43 2.25 1.90
O 1.71 2.28 -0.90
H 1.09 2.88 -1.32
H 1.39 1.98 -0.02
O -2.91 -1.31 0.80
H -3.52 -0.64 0.48
H -2.31 -0.73 1.32
*
```

Frontier orbital gap ... 0.3978 Eh

---

Tell me which of them is the most stable. Sure, it is model one.